No. 1
Here is a 2-piece molecular cluster, C9H23N3P overall from the Open Molecules 2025 dataset. Energies are from wB97M-V/def2-TZVPD.

Computed properties:
⟨S²⟩	2.01
multiplicity	3
net charge	+1
Kohn-Sham gap (alpha / beta)	0.2865 / 0.2609	Eh

Last column: Löwdin spin population.
Positions of all 36 atoms, in Å:
P: 0.225 -0.028 -0.022  0.351
N: -2.046 -1.001 -0.519  0.826
N: 1.414 -1.058 -0.573  0.136
N: 0.223 1.415 -1.018  0.149
C: -2.243 -2.203 0.142  0.123
C: -0.583 0.700 2.414  0.085
C: 0.527 0.440 1.685  0.068
C: 0.271 2.731 -0.365  0.011
C: 1.951 0.289 2.399  0.011
C: 1.474 -2.353 0.017  0.012
C: -0.282 1.523 -2.396  0.012
C: 2.358 -0.582 -1.549  0.015
C: -3.050 0.087 -0.124  0.047
H: -1.004 2.279 -2.596  0.002
H: 1.073 -2.242 1.059  0.005
H: -0.148 2.507 0.596  0.005
H: -1.590 -3.011 -0.188  0.001
H: -3.330 0.051 0.955  0.008
H: 0.910 -3.125 -0.479  0.003
H: -1.473 0.999 1.824  0.005
H: -2.531 -2.410 1.187  0.032
H: 0.501 1.727 -3.076  0.006
H: 1.386 2.884 -0.232  0.005
H: 3.096 0.132 -1.192  0.005
H: -0.673 0.878 3.506  0.004
H: -3.206 -2.396 -0.257  0.047
H: -3.890 0.006 -0.758  0.017
H: 2.886 -1.486 -1.816  0.001
H: -0.740 0.616 -2.661  0.000
H: -2.461 0.977 -0.329  0.003
H: 2.506 -2.650 0.064  0.001
H: 2.675 0.398 1.683  0.001
H: 2.098 -0.603 2.912  0.000
H: 2.047 1.144 3.012  0.002
H: -0.220 3.578 -0.828  0.000
H: 1.849 -0.214 -2.477  0.002

Atoms 1-6, force components in eV/Å:
P 0.7254 1.8236 -1.6632
N -1.1312 2.4220 1.2817
N -1.2676 2.5624 0.1714
N -0.9532 -0.6998 0.0648
C -0.4633 -1.8558 -0.2384
C -0.2318 1.0302 -0.8511

No. 2
Here is a 10-piece molecular cluster, C53H104Cl12N5O5 overall from the Open Molecules 2025 dataset. Energies are from wB97M-V/def2-TZVPD.

Computed properties:
⟨S²⟩	8.78
multiplicity	6
Kohn-Sham gap (alpha / beta)	0.3246 / 0.3436	Eh

Last column: Löwdin spin population.
Positions of all 179 atoms, in Å:
Cl: -6.761 1.842 3.552  0.000
Cl: 4.070 0.341 -7.328  0.000
Cl: -4.207 -5.996 4.768  0.000
Cl: -5.860 3.156 1.182  0.000
Cl: -6.259 -7.909 1.431  0.000
Cl: 7.832 3.502 -0.536  0.000
Cl: -6.734 4.811 3.401  0.000
Cl: 2.975 -2.091 -6.099  0.000
Cl: 9.484 1.797 3.031  0.000
Cl: -0.561 -1.163 0.800  0.000
Cl: 3.423 -1.972 -9.071  0.000
Cl: 0.459 1.047 -1.970  0.000
O: -6.661 7.524 -7.240  0.546
O: 2.117 11.168 2.345  0.572
O: -7.090 -5.105 -6.058  0.547
O: 2.808 1.703 7.609  0.557
O: 5.724 -4.477 2.829  0.585
N: 2.079 10.020 1.454  0.342
N: 5.968 -5.874 3.041  0.334
N: -6.205 -6.276 -5.887  0.366
N: -6.636 6.051 -7.181  0.386
N: 2.597 1.153 8.918  0.362
C: 7.129 -8.628 2.739  0.000
C: -7.602 5.280 -8.114  0.018
C: 7.463 -7.730 3.885  0.000
C: 7.267 -5.615 5.114  0.002
C: 7.281 -6.153 3.716  0.021
C: -6.970 -7.441 -7.965  0.017
C: 1.327 0.386 -0.538  0.000
C: 8.424 2.181 1.633  0.000
C: 3.324 0.960 11.324  0.002
C: -4.444 -5.229 -4.435  0.008
C: 2.138 -1.248 8.407  0.015
C: 3.801 1.244 9.814  0.019
C: 3.884 10.965 -0.072  0.001
C: -7.300 5.477 -9.523  0.011
C: 1.844 7.742 2.729  0.019
C: -6.130 3.083 -7.686  0.000
C: 4.513 2.630 9.750  0.000
C: -3.927 -7.389 -5.640  -0.001
C: 2.839 8.835 -0.662  0.003
C: 8.458 -5.700 2.951  0.013
C: 0.726 8.134 0.580  0.004
C: -4.937 5.882 -5.366  0.004
C: 8.908 3.262 0.784  0.000
C: -4.212 5.578 -7.805  0.013
C: -4.441 -8.534 -6.434  0.000
C: 5.715 -8.224 2.221  0.000
C: 3.993 -6.660 1.795  0.004
C: 1.585 0.042 9.009  0.020
C: 1.208 8.883 1.818  0.020
C: -8.045 -8.009 -5.695  0.005
C: 4.827 0.108 9.496  0.017
C: 5.525 -6.695 1.895  0.022
C: 4.403 8.913 1.248  0.015
C: 1.230 -0.138 10.466  0.002
C: -0.173 9.261 2.446  -0.001
C: -4.826 -6.119 3.048  0.000
C: -5.318 5.342 -6.798  0.018
C: -8.998 5.703 -7.803  0.003
C: -6.971 3.296 2.520  0.000
C: 2.421 -0.297 11.430  0.000
C: -7.569 3.727 -7.810  0.000
C: -4.742 -6.023 -5.758  0.020
C: -5.884 -7.240 3.073  0.000
C: 0.560 0.276 0.722  0.000
C: -5.373 3.817 -6.625  -0.001
C: 2.993 -1.026 -7.518  0.000
C: 1.854 7.733 -0.389  0.000
C: 6.095 -6.366 0.510  0.014
C: 0.222 0.476 8.332  0.001
C: 3.254 9.690 0.587  0.020
C: -5.889 -8.875 -6.134  -0.001
C: -4.147 -5.330 -7.062  0.017
C: -6.773 -7.573 -6.397  0.019
H: 1.670 -0.640 -0.670  0.000
H: -5.145 -4.397 -4.376  -0.001
H: 7.110 -9.676 3.037  0.000
H: 8.635 -6.101 1.953  0.000
H: -4.352 -5.974 -7.918  0.000
H: 8.502 -7.843 4.195  0.000
H: 5.371 2.757 10.412  0.000
H: 8.352 -4.619 2.864  0.002
H: -0.127 1.115 0.833  0.000
H: -4.887 6.970 -5.334  -0.001
H: 3.605 -7.544 1.287  0.000
H: -6.140 -9.761 -6.718  0.000
H: -3.764 -9.373 -6.274  0.000
H: -6.863 -7.011 3.494  0.000
H: 5.121 -8.625 3.042  0.000
H: 3.783 3.426 9.895  0.000
H: 0.204 1.514 8.666  0.000
H: 6.259 -5.591 5.528  0.000
H: -5.719 3.458 -5.655  0.000
H: 4.994 2.827 8.792  -0.001
H: 7.417 2.359 2.009  0.000
H: -0.086 9.749 3.418  -0.001
H: 4.190 0.679 11.924  0.000
H: -4.045 5.382 -4.989  0.000
H: 4.153 7.853 1.287  0.000
H: -7.321 6.540 -9.762  0.001
H: -7.605 -8.177 -8.459  0.002
H: -0.613 9.979 1.754  0.000
H: 3.688 -5.794 1.207  0.000
H: -4.487 -8.309 -7.499  0.000
H: -8.084 3.289 -8.665  0.000
H: -9.124 5.594 -6.726  0.000
H: 2.449 9.429 -1.489  0.000
H: 0.554 -0.993 10.468  0.000
H: 5.560 -6.929 -0.255  0.001
H: -5.676 3.213 -8.668  0.000
H: -2.967 -7.230 -6.133  0.000
H: 3.009 11.491 -0.453  0.000
H: 2.344 8.168 3.598  0.001
H: 9.056 4.202 1.315  0.000
H: -3.914 6.613 -7.968  0.001
H: -3.403 -4.925 -4.324  0.000
H: 4.597 10.694 -0.851  0.000
H: -6.291 2.034 -7.437  0.000
H: 2.127 1.097 -0.330  0.000
H: 2.623 -1.037 7.453  0.001
H: 8.443 1.308 0.980  0.000
H: 1.056 0.330 1.691  0.000
H: 4.454 11.643 0.563  -0.001
H: -7.347 -6.455 -8.239  0.001
H: 1.380 7.515 -1.346  0.000
H: -3.766 -7.580 -4.579  0.000
H: 7.149 -6.643 0.470  0.000
H: 5.868 0.413 9.598  0.002
H: -9.814 5.240 -8.358  0.000
H: -5.187 -5.129 2.771  0.000
H: 7.587 -4.582 5.250  0.000
H: -9.169 6.778 -7.855  -0.001
H: -8.437 -8.902 -6.181  0.000
H: -5.526 -7.979 3.790  0.000
H: -6.379 5.013 -9.877  0.000
H: 2.300 6.781 -0.103  0.000
H: -8.104 3.470 -6.896  0.000
H: 3.015 -1.736 8.834  0.000
H: 5.986 -5.296 0.337  0.002
H: -5.729 5.555 -4.692  0.000
H: -4.369 3.395 -6.661  0.000
H: -8.152 -8.129 -4.616  0.000
H: -3.944 -6.352 2.450  0.000
H: 5.390 9.026 0.801  0.002
H: 6.838 -8.091 4.701  0.000
H: 9.883 3.026 0.357  0.000
H: 1.348 -1.985 8.265  0.002
H: 2.068 -0.293 12.461  0.000
H: 0.042 8.720 -0.033  0.000
H: 7.892 -6.191 5.797  0.000
H: 2.509 7.075 2.180  0.001
H: -3.089 -5.081 -6.976  0.001
H: -6.028 -7.374 -8.509  0.000
H: 0.278 0.546 7.246  -0.001
H: 0.181 7.204 0.741  0.000
H: 4.899 -0.799 10.096  0.001
H: 4.706 -0.114 8.436  0.001
H: 3.432 -6.655 2.729  0.000
H: -4.590 5.315 -8.793  0.000
H: -4.578 -4.341 -7.212  0.001
H: -6.055 -9.145 -5.091  0.000
H: 2.928 -1.249 11.270  0.000
H: 2.807 1.862 11.653  0.001
H: -8.176 5.184 -10.103  0.001
H: -4.637 -5.895 -3.593  0.000
H: 9.359 -5.878 3.539  0.001
H: 0.496 0.623 10.729  0.000
H: -0.644 -0.129 8.602  0.000
H: 4.573 9.312 2.248  0.000
H: 5.582 -8.781 1.294  0.000
H: -3.367 4.924 -7.589  0.001
H: -8.876 -7.331 -5.891  0.000
H: -0.922 8.474 2.523  0.000
H: 3.711 8.360 -1.111  0.000
H: 7.841 -8.541 1.918  0.000
H: 1.047 7.104 3.111  0.002
H: -8.007 3.296 2.182  0.000
H: 1.979 -0.632 -7.585  0.000

Atoms 1-6, force components in eV/Å:
Cl -0.1843 0.5506 -0.0039
Cl 0.0872 -0.1472 0.0176
Cl -0.2228 0.1847 -0.5766
Cl 0.0343 0.1818 -0.3888
Cl 0.4429 0.1728 0.6236
Cl -1.0738 0.2746 -1.1242

Number 1: M 204.28 g mol⁻¹. Number 2: M 1316.88 g mol⁻¹.